ORCA calculation (wB97M-V/def2-TZVPD) on C10H22F3MnN4O3P2S2 as an isolated structure in a non-equilibrium geometry.

```
! RIJCOSX wB97M-V def2-TZVPD def2/J DEFGRID3
* xyz 2 5
Mn -0.0239 -0.3615 -0.7373
C 3.4810 -1.0518 -0.1694
P 2.2568 -0.0020 -0.9836
C 2.5791 -0.1771 -2.7618
C 2.6761 1.7342 -0.5597
C 1.6185 2.6619 -1.1514
P -0.0831 2.0061 -0.8384
C -0.6100 2.8524 0.6844
C -1.0963 2.7340 -2.1534
H 4.4715 -0.7335 -0.4957
H 3.3153 -2.0886 -0.4590
H 3.4094 -0.9686 0.9143
H 3.6159 0.0994 -2.9589
H 1.9140 0.4500 -3.3551
H 2.4268 -1.2170 -3.0538
H 3.6749 1.9754 -0.9277
H 2.6975 1.8143 0.5306
H 1.7447 2.7569 -2.2318
H 1.6861 3.6639 -0.7262
H -0.5353 3.9269 0.5134
H 0.0296 2.5796 1.5238
H -1.6454 2.6003 0.9054
H -0.8805 3.8023 -2.2021
H -2.1519 2.5903 -1.9316
H -0.8670 2.2714 -3.1136
C -1.7418 -0.8014 4.5499
C -2.4712 -0.5185 3.2964
N -3.7421 -0.3719 3.1625
N -3.9479 -0.1190 1.8446
C -2.8253 -0.0852 1.1296
S -2.6494 0.2716 -0.5071
N -1.8608 -0.3372 2.0530
N -0.5166 -0.5132 1.7387
H -2.4596 -0.8411 5.3650
H -1.0133 -0.0186 4.7718
H -1.2197 -1.7589 4.5031
H -4.8870 -0.0045 1.4950
H -0.3125 -1.5130 1.7525
H 0.0416 -0.0703 2.4615
F -0.2629 -5.0513 -0.7782
C -0.4598 -4.2837 -1.8342
F 0.6113 -4.2796 -2.6148
F -1.5162 -4.6634 -2.4998
S -0.6510 -2.5605 -1.1738
O -1.6346 -2.5626 -0.1288
O 0.6907 -2.2438 -0.5960
O -0.8755 -1.5931 -2.2523
*
```

Properties
HOMO energy (alpha / beta): -14.94 / -14.94 eV
DFT total energy: -102536.5547 eV
Expectation value of S²: 6.198

So, what does the natural (NBO) scheme give us? The charges, in e, come out as:
1. Mn 1.024
2. C -0.941
3. P 1.033
4. C -0.953
5. C -0.720
6. C -0.730
7. P 1.033
8. C -0.942
9. C -0.951
10. H 0.277
11. H 0.285
12. H 0.264
13. H 0.277
14. H 0.257
15. H 0.280
16. H 0.281
17. H 0.251
18. H 0.260
19. H 0.277
20. H 0.275
21. H 0.247
22. H 0.273
23. H 0.273
24. H 0.282
25. H 0.267
26. C -0.679
27. C 0.368
28. N -0.195
29. N -0.335
30. C 0.257
31. S -0.106
32. N -0.229
33. N -0.657
34. H 0.290
35. H 0.239
36. H 0.251
37. H 0.455
38. H 0.408
39. H 0.401
40. F -0.278
41. C 0.784
42. F -0.289
43. F -0.263
44. S 2.210
45. O -0.901
46. O -0.978
47. O -0.931